Below is one molecule with the formula C21H17F2N5O2S in a non-equilibrium geometry, with properties calculated with ωB97M-V/def2-TZVPD.

Geometry (Å):
O: -3.628 0.710 -0.331
C: -2.428 0.665 -0.556
C: -1.563 1.939 -0.549
C: -0.896 2.265 0.629
C: 0.065 3.333 0.630
C: 0.516 3.845 -0.639
C: -0.047 3.401 -1.840
C: -1.229 2.581 -1.788
N: -1.970 2.366 -3.038
N: -2.868 3.314 -3.622
C: -3.414 2.597 -4.556
C: -2.813 1.283 -4.529
N: -1.980 1.087 -3.545
N: -1.879 -0.617 -0.718
C: -2.804 -1.694 -1.078
C: -2.317 -3.012 -0.527
C: -0.848 -3.253 -0.636
F: -0.423 -3.256 -1.977
F: -0.601 -4.512 -0.163
C: -0.156 -2.173 0.149
O: 1.204 -2.548 0.051
C: 2.090 -2.162 1.083
N: 1.801 -1.295 2.041
C: 2.853 -0.981 2.835
C: 2.852 0.014 3.783
C: 4.015 0.243 4.600
C: 5.109 -0.583 4.388
C: 5.179 -1.571 3.425
C: 4.016 -1.670 2.564
S: 3.767 -2.775 1.200
C: -0.480 -0.865 -0.503
H: -1.206 1.757 1.550
H: 0.453 3.767 1.545
H: 1.129 4.669 -0.605
H: 0.275 3.852 -2.793
H: -4.204 3.050 -5.209
H: -2.965 0.533 -5.244
H: -3.768 -1.635 -0.655
H: -2.894 -1.748 -2.178
H: -2.918 -3.838 -0.908
H: -2.636 -3.105 0.499
H: -0.520 -2.242 1.151
H: 2.122 0.787 3.762
H: 4.002 0.975 5.329
H: 5.930 -0.380 5.058
H: 6.085 -2.197 3.341
H: -0.045 -0.846 -1.478
H: 0.036 -0.075 0.051

Calculated values
LUMO level	0.480	eV
HOMO energy	-8.91	eV
SMILES	O=C(c1ccccc1-n1nccn1)N1CCC(F)(F)[C@@H](Oc2nc3ccccc3s2)C1
frontier orbital gap	9.39	eV

Atomic partial charges in e from the natural (NBO) method, atoms 1 to 2:
1. O -0.59
2. C 0.69

***

Below is C21H17IN5O7P2W as an isolated structure in a non-equilibrium geometry, with properties calculated with ωB97M-V/def2-TZVPD.

Geometry (Å):
W: -0.589 -0.001 -0.366
C: -3.438 -2.794 -2.146
C: -2.589 -1.703 -1.975
N: -1.579 -1.687 -1.097
C: -1.402 -2.805 -0.322
C: -2.227 -3.955 -0.429
C: -3.261 -3.930 -1.391
C: -1.992 -5.032 0.446
C: -0.997 -4.956 1.391
C: -0.188 -3.825 1.505
C: -0.378 -2.752 0.652
N: 0.437 -1.619 0.673
C: 0.305 -0.650 1.582
C: -0.959 0.005 1.741
C: -0.620 1.479 1.930
C: -0.167 1.966 0.546
C: 1.262 1.754 0.121
C: 2.367 2.574 0.291
C: 3.558 2.209 -0.333
C: 3.591 1.084 -1.137
N: 2.514 0.324 -1.323
C: 1.401 0.614 -0.717
H: -4.225 -2.730 -2.881
H: -2.723 -0.810 -2.577
H: -3.903 -4.789 -1.507
H: -2.611 -5.910 0.364
H: -0.826 -5.782 2.063
H: 0.595 -3.775 2.244
H: -1.805 -0.419 2.286
H: -1.725 3.096 2.408
H: -0.429 3.023 0.416
H: 2.308 3.465 0.898
H: 4.446 2.808 -0.203
H: 4.487 0.783 -1.659
O: 0.260 0.595 4.331
P: 0.881 1.283 3.031
O: 1.904 2.281 3.270
O: 1.392 0.007 2.118
O: -1.843 2.136 2.292
P: -3.092 1.968 0.647
O: -4.349 1.991 1.567
O: -2.771 3.224 -0.017
O: -2.887 0.639 0.028
H: 0.759 0.779 5.131
H: -4.703 1.128 1.792
I: 0.237 1.519 -6.204
C: -0.485 1.598 -4.255
C: -1.109 2.658 -3.621
N: -1.398 2.253 -2.373
N: -1.002 0.987 -2.170
C: -0.441 0.570 -3.311
H: -1.344 3.640 -3.979
H: -1.897 2.767 -1.641
H: -0.030 -0.424 -3.403

Calculated values
LUMO level	-4.386	eV
HOMO energy	-10.19	eV
frontier orbital gap	5.80	eV
total charge	+1

Atomic partial charges in e from the natural (NBO) method, atoms 1 to 2:
1. W 1.59
2. C -0.28

***

Below is one molecule with the formula C21H17N9O2S in a non-equilibrium geometry, with properties calculated with ωB97M-V/def2-TZVPD.

Geometry (Å):
C: -1.495 -4.434 4.962
N: -1.310 -3.934 3.584
C: -1.836 -2.746 3.055
C: -1.437 -2.651 1.730
C: -1.848 -1.650 0.746
C: -2.707 -0.538 1.083
N: -3.155 0.392 0.179
C: -2.699 0.204 -1.076
C: -2.988 0.994 -2.238
N: -2.263 0.618 -3.258
N: -1.534 -0.479 -2.853
S: -0.267 -1.339 -3.837
O: -0.642 -2.741 -4.073
O: 0.018 -0.642 -5.107
C: 1.130 -1.358 -2.697
C: 1.853 -2.477 -2.397
N: 2.724 -2.256 -1.348
C: 2.581 -1.002 -1.076
C: 3.274 -0.247 -0.029
C: 2.921 1.104 0.159
C: 1.875 1.754 -0.677
C: 1.442 3.161 -0.529
C: 0.554 3.923 -1.379
N: 0.540 5.205 -0.975
N: 1.304 5.304 0.147
C: 1.481 6.472 1.024
C: 1.907 4.079 0.380
C: 1.273 0.962 -1.689
N: 1.597 -0.373 -1.835
C: -1.851 -0.784 -1.514
C: -1.450 -1.785 -0.599
C: -0.647 -3.837 1.556
N: -0.583 -4.564 2.625
H: -2.286 -3.880 5.481
H: -1.712 -5.499 5.014
H: -0.563 -4.198 5.477
H: -2.398 -2.033 3.618
H: -2.988 -0.463 2.117
H: -3.697 1.818 -2.261
H: 1.683 -3.402 -2.924
H: 4.050 -0.749 0.564
H: 3.449 1.671 0.928
H: -0.039 3.554 -2.207
H: 0.503 6.824 1.372
H: 2.092 6.205 1.896
H: 1.929 7.306 0.482
H: 2.654 3.869 1.142
H: 0.559 1.324 -2.371
H: -0.799 -2.577 -0.953
H: -0.197 -4.106 0.581

Calculated values
LUMO level	-0.081	eV
HOMO energy	-8.47	eV
SMILES	Cn1cc(-c2cnc3cnn(S(=O)(=O)c4cnc5ccc(-c6cnn(C)c6)cn45)c3c2)cn1
frontier orbital gap	8.39	eV

Atomic partial charges in e from the natural (NBO) method, atoms 1 to 2:
1. C -0.40
2. N -0.17

***

Below is C21H17N9O3V as an isolated structure in a non-equilibrium geometry, with properties calculated with ωB97M-V/def2-TZVPD.

Geometry (Å):
V: -1.116 -0.613 0.254
O: 2.310 1.857 -1.648
C: 1.756 3.052 -1.364
C: 2.408 4.212 -1.779
C: 1.883 5.452 -1.483
C: 0.682 5.560 -0.791
C: 0.007 4.424 -0.403
C: 0.525 3.158 -0.686
C: -0.225 1.946 -0.337
O: 0.316 0.788 -0.463
N: -1.488 2.105 0.030
N: -2.082 0.950 0.267
C: -3.380 0.846 0.384
C: -3.819 -0.487 0.640
C: -5.149 -0.910 0.735
C: -5.419 -2.233 1.031
C: -4.355 -3.110 1.222
C: -3.063 -2.635 1.079
N: -2.788 -1.367 0.790
H: 1.708 1.187 -1.232
H: 3.323 4.107 -2.340
H: 2.410 6.343 -1.792
H: 0.266 6.531 -0.573
H: -0.934 4.480 0.120
H: -4.035 1.707 0.304
H: -5.949 -0.210 0.563
H: -6.436 -2.581 1.125
H: -4.530 -4.150 1.458
H: -2.203 -3.287 1.200
C: 3.320 -2.829 -1.457
N: 1.922 -2.526 -1.295
C: 1.099 -1.821 -2.246
C: -0.216 -1.727 -1.467
O: -1.237 -1.147 -1.805
N: -0.074 -2.391 -0.297
C: 1.197 -2.777 -0.198
N: 1.679 -3.439 0.865
H: 3.703 -2.281 -2.313
H: 3.471 -3.900 -1.613
H: 3.868 -2.509 -0.568
H: 0.964 -2.383 -3.179
H: 1.494 -0.826 -2.476
H: 1.075 -3.409 1.678
H: 2.661 -3.272 1.074
N: -0.269 -0.397 1.896
C: 0.770 -0.076 2.340
C: 2.052 0.092 2.773
C: 2.946 -0.785 2.170
N: 3.604 -1.567 1.628
C: 2.481 1.038 3.708
N: 2.867 1.807 4.470

Calculated values
spin multiplicity	4
LUMO level (alpha / beta)	-0.509 / -0.973	eV
energy relative to the best compared isomer or geometry (same formula, charge and spin)	149.6	kJ/mol
HOMO energy (alpha / beta)	-7.13 / -7.95	eV
frontier orbital gap (alpha / beta)	6.62 / 6.98	eV

Atomic partial charges in e from the natural (NBO) method, atoms 1 to 2:
1. V 0.91
2. O -0.69

***

Below is C21H18AuN8S3 as an isolated structure, with properties calculated with ωB97M-V/def2-TZVPD.

Geometry (Å):
Au: 0.766 1.162 1.215
N: 2.675 1.816 1.500
C: 3.284 2.254 0.243
C: 4.490 1.690 -0.131
C: 5.073 2.072 -1.329
C: 4.436 3.007 -2.129
C: 3.228 3.560 -1.735
C: 2.623 3.198 -0.534
C: 1.334 3.798 -0.107
C: 1.068 5.134 -0.414
C: -0.130 5.727 -0.055
C: -1.089 4.995 0.627
C: -0.839 3.668 0.951
C: 0.359 3.072 0.583
H: 3.197 1.022 1.873
H: 2.682 2.559 2.198
H: 4.972 0.956 0.505
H: 6.013 1.635 -1.634
H: 4.876 3.300 -3.073
H: 2.729 4.269 -2.383
H: 1.823 5.721 -0.921
H: -0.310 6.765 -0.300
H: -2.025 5.453 0.917
H: -1.590 3.112 1.499
N: -3.745 0.237 -1.307
N: -2.844 0.243 -0.271
N: -3.050 -0.453 0.828
C: -1.914 -0.279 1.479
N: -1.096 0.508 0.768
N: -1.707 0.835 -0.363
H: -4.668 0.075 -0.921
H: -3.684 1.118 -1.805
H: -1.665 -0.727 2.425
S: 0.504 -4.359 -2.460
C: 0.508 -3.567 -1.030
S: 1.706 -2.381 -0.552
C: 0.844 -2.098 0.928
N: -0.210 -2.819 1.075
N: -0.380 -3.657 0.008
C: -1.476 -4.581 0.063
C: -2.752 -4.100 0.299
C: -3.809 -4.993 0.382
C: -3.584 -6.352 0.217
C: -2.299 -6.820 -0.021
C: -1.235 -5.935 -0.095
S: 1.395 -0.958 2.137
H: -2.914 -3.039 0.427
H: -4.809 -4.627 0.571
H: -4.410 -7.048 0.277
H: -2.121 -7.879 -0.145
H: -0.231 -6.289 -0.281

Calculated values
LUMO level	-3.811	eV
energy relative to the best compared isomer or geometry (same formula, charge and spin)	0.0	kJ/mol
HOMO energy	-10.24	eV
frontier orbital gap	6.43	eV
total charge	+1

Atomic partial charges in e from the natural (NBO) method, atoms 1 to 2:
1. Au 1.17
2. N -0.78

***

Q: Which formula does entry 5 have?
A: C21H18AuN8S3